A cluster of 2 separate species, C5H9NO2 in total, computed with ωB97M-V with the def2-TZVPD basis set.

Its SMILES is C=C(C)O.CN=C=O. As for the gap between HOMO and LUMO: 9.34 eV. Its relative energy (zero: lowest compared OMol25 entry of this formula, charge and spin) is 55.8 kcal per mole. Its LUMO energy is 0.661 eV. The net charge is 0. As for the highest occupied orbital energy: -8.68 eV.

```
17
Properties=species:S:1:pos:R:3:nbo_charge:R:1
C 1.573 -2.189 0.896 -0.55
C 0.492 -1.699 0.340 0.35
C -0.098 -2.277 -0.992 -0.69
O -0.301 -0.733 0.870 -0.67
H 1.959 -1.643 1.731 0.21
H 1.961 -3.055 0.512 0.20
H 0.358 -1.725 -1.779 0.24
H -1.255 -2.149 -0.921 0.19
H 0.132 -3.360 -0.866 0.24
H -0.930 -0.619 0.126 0.48
C -1.037 3.355 0.544 -0.42
N -0.607 2.293 -0.367 -0.55
C 0.308 1.832 -0.948 0.85
O 1.080 1.206 -1.512 -0.53
H -2.069 3.276 0.887 0.21
H -0.556 3.143 1.466 0.22
H -1.009 4.343 0.013 0.22
```

***

A structure of composition C32H67BGeIrN6OS3Si3, computed with ωB97M-V with the def2-TZVPD basis set.

As for the gap between HOMO and LUMO (alpha / beta): 5.75 / 4.48 eV. Its relative energy (zero: lowest compared OMol25 entry of this formula, charge and spin) is 55.0 kcal per mole. Its spin multiplicity is 2. Its LUMO energy (alpha / beta) is -6.597 / -7.854 eV. The net charge is +2. As for the highest occupied orbital energy (alpha / beta): -12.35 / -12.33 eV.

```
115
Properties=species:S:1:pos:R:3:lowdin_spin:R:1
Ir 0.046 0.018 -0.196 0.12
C -2.436 -4.563 3.600 0.00
C -2.646 -3.345 2.698 0.00
C -4.044 -3.365 2.086 0.00
C -2.484 -2.091 3.546 0.00
N -1.627 -3.453 1.582 0.00
C -1.568 -4.617 0.838 0.00
C -0.449 -4.570 0.089 0.00
N 0.209 -3.400 0.383 0.00
B 1.730 -3.291 -0.012 0.00
N 2.080 -2.758 -1.425 0.00
C 3.429 -2.624 -1.708 0.00
C 3.546 -2.103 -2.934 0.00
N 2.266 -1.903 -3.428 0.00
C 1.369 -2.347 -2.507 0.00
S -0.331 -2.533 -2.693 0.01
C 2.074 -1.350 -4.823 0.00
C 3.193 -0.329 -5.064 0.00
C 2.183 -2.519 -5.794 0.00
C 0.744 -0.624 -5.000 0.00
N 2.483 -2.434 1.076 0.00
C 3.039 -3.061 2.164 0.00
C 3.733 -2.140 2.866 0.00
N 3.605 -0.938 2.203 0.00
C 2.811 -1.137 1.131 0.00
S 2.276 0.040 -0.065 0.02
C 4.254 0.347 2.661 0.00
C 5.040 0.072 3.938 0.00
C 3.164 1.364 2.957 0.00
C 5.209 0.832 1.577 0.00
C -0.541 -2.710 1.261 0.00
S -0.189 -1.059 1.767 -0.01
H -3.098 -4.484 4.462 0.00
H -1.408 -4.601 3.963 0.00
H -2.657 -5.502 3.093 0.00
H -4.777 -3.442 2.888 0.00
H -4.192 -4.213 1.417 0.00
H -4.248 -2.446 1.534 0.00
H -3.256 -2.127 4.315 0.00
H -2.618 -1.176 2.975 0.00
H -1.516 -2.056 4.047 0.00
H -2.326 -5.376 0.894 0.00
H -0.058 -5.275 -0.622 0.00
H 2.173 -4.402 0.091 0.00
H 4.194 -2.920 -1.012 0.00
H 4.430 -1.860 -3.492 0.00
H 4.164 -0.799 -5.214 0.00
H 3.266 0.372 -4.230 0.00
H 2.966 0.232 -5.968 0.00
H 3.142 -3.027 -5.687 0.00
H 2.102 -2.158 -6.820 0.00
H 1.384 -3.239 -5.615 0.00
H 0.594 0.122 -4.216 0.00
H -0.102 -1.299 -5.007 0.00
H 0.783 -0.109 -5.961 0.00
H 2.908 -4.114 2.339 0.00
H 4.313 -2.258 3.761 0.00
H 4.395 -0.259 4.753 0.00
H 5.512 1.003 4.246 0.00
H 5.831 -0.662 3.783 0.00
H 2.429 0.949 3.651 0.00
H 2.657 1.667 2.047 0.00
H 3.615 2.244 3.416 0.00
H 5.976 0.083 1.375 0.00
H 5.703 1.740 1.921 0.00
H 4.691 1.063 0.647 0.00
C -4.031 -1.299 -1.276 0.00
C -2.699 -1.355 -0.571 0.00
O -1.728 -0.483 -1.212 0.01
H -4.723 -2.002 -0.809 0.00
H -3.932 -1.579 -2.326 0.00
H -4.467 -0.303 -1.218 0.00
H -2.293 -2.367 -0.574 0.00
H -2.772 -1.007 0.456 0.00
H -1.335 -0.991 -1.981 0.00
C -0.725 3.108 -3.295 0.02
Si -2.253 2.851 -2.264 0.19
C -3.393 1.686 -3.109 0.04
C -3.164 4.339 -1.691 0.04
Ge -1.090 2.085 0.010 0.26
Si 0.436 4.066 0.192 0.14
C 0.891 3.915 1.985 0.05
C 1.888 3.731 -0.918 0.02
C -0.305 5.716 -0.163 0.01
Si -2.642 2.411 1.860 0.02
C -4.144 1.352 1.553 0.01
C -1.714 1.841 3.375 0.00
C -3.158 4.187 2.001 0.00
H -0.925 2.793 -4.322 0.00
H 0.123 2.533 -2.926 0.00
H -0.430 4.160 -3.314 0.00
H -3.554 2.104 -4.109 0.01
H -4.362 1.612 -2.615 0.00
H -2.986 0.683 -3.221 0.00
H -3.540 4.862 -2.578 0.01
H -2.562 5.036 -1.114 0.00
H -4.026 4.044 -1.091 0.00
H 0.890 2.887 2.339 0.00
H 0.207 4.489 2.613 0.00
H 1.899 4.321 2.115 0.01
H 2.155 2.672 -0.925 0.00
H 2.757 4.289 -0.554 0.00
H 1.702 4.049 -1.945 0.00
H -1.233 5.901 0.379 0.00
H -0.479 5.884 -1.226 0.00
H 0.425 6.460 0.175 0.00
H -3.902 0.289 1.552 0.00
H -4.623 1.595 0.601 0.00
H -4.881 1.521 2.344 0.00
H -1.019 1.038 3.138 0.00
H -2.412 1.467 4.129 0.00
H -1.149 2.657 3.828 0.00
H -3.603 4.563 1.080 0.00
H -2.338 4.850 2.283 0.00
H -3.920 4.255 2.782 0.00
```

***

A structure of composition C30H52HoP2, computed with ωB97M-V with the def2-TZVPD basis set.

As for the gap between HOMO and LUMO (alpha / beta): 5.84 / 5.94 eV. Its spin multiplicity is 5. Its LUMO energy (alpha / beta) is -3.962 / -3.860 eV. The net charge is +1. As for the highest occupied orbital energy (alpha / beta): -9.80 / -9.80 eV.

```
85
Properties=species:S:1:pos:R:3:lowdin_spin:R:1
Ho 0.557 -0.485 -1.329 4.04
C 2.155 0.254 0.379 -0.01
C 1.102 -0.479 1.020 -0.01
C 2.238 -1.921 -0.412 -0.01
C 2.824 -0.608 -0.540 0.00
C 1.186 -1.842 0.570 -0.01
C 2.546 1.645 0.698 0.00
H 2.161 1.938 1.684 0.00
H 2.155 2.338 -0.051 0.00
H 3.639 1.742 0.691 0.00
C 3.905 -0.203 -1.484 0.00
H 4.598 0.483 -0.971 0.00
H 3.525 0.325 -2.379 0.00
H 4.471 -1.084 -1.824 0.00
C 2.564 -3.067 -1.306 0.00
H 3.643 -3.077 -1.514 0.00
H 2.041 -2.995 -2.272 0.00
H 2.293 -4.020 -0.829 0.00
C 0.214 -2.897 0.974 0.00
H 0.513 -3.415 1.899 0.00
H 0.097 -3.648 0.180 0.00
H -0.773 -2.450 1.172 0.00
C 0.169 0.044 2.054 0.00
H 0.422 -0.367 3.038 0.00
H -0.873 -0.230 1.847 0.00
H 0.221 1.132 2.117 0.00
C -2.522 2.513 -0.052 0.00
C -2.223 2.803 1.216 0.00
C -2.901 2.366 2.476 0.00
C -4.205 1.566 2.280 0.00
C -3.906 0.115 2.100 0.00
C -3.911 -0.544 0.928 0.00
C -3.271 0.039 -0.330 0.00
C -3.531 1.534 -0.624 0.00
H -3.146 3.258 3.073 0.00
H -4.773 1.980 1.435 0.00
H -2.196 1.792 3.118 0.00
H -4.566 1.845 -0.391 0.00
H -1.879 2.962 -0.829 0.00
H -1.485 3.605 1.383 0.00
H -3.432 1.664 -1.721 0.00
H -2.168 -0.106 -0.253 0.00
H -3.972 -1.648 0.923 0.00
H -3.614 -0.545 -1.207 0.00
H -4.848 1.696 3.174 0.00
H -3.605 -0.396 3.022 0.00
P -6.046 -0.674 -1.728 0.00
P -5.915 -3.714 -2.089 0.00
C -7.671 -1.491 -2.209 0.00
C -7.443 -2.865 -2.817 0.00
H -8.185 -0.830 -2.919 0.00
H -8.300 -1.564 -1.311 0.00
H -8.312 -3.514 -2.652 0.00
H -7.260 -2.798 -3.897 0.00
C -6.301 -5.270 -3.009 0.00
H -5.649 -6.076 -2.658 0.00
H -6.109 -5.094 -4.075 0.00
H -7.349 -5.575 -2.886 0.00
C -6.712 -4.175 -0.475 0.00
H -7.753 -4.507 -0.604 0.00
H -6.684 -3.318 0.211 0.00
H -6.130 -4.997 -0.034 0.00
C -5.915 0.447 -3.195 0.00
H -5.017 1.072 -3.113 0.00
H -6.807 1.079 -3.294 0.00
H -5.818 -0.185 -4.090 0.00
C -6.812 0.394 -0.428 0.00
H -7.646 -0.158 0.030 0.00
H -7.195 1.329 -0.860 0.00
H -6.080 0.606 0.363 0.00
C 3.257 4.273 -1.656 0.00
C 2.162 3.920 -2.667 0.00
C 1.008 4.915 -2.545 0.00
C 2.726 3.843 -4.084 0.00
C 1.639 2.610 -2.363 0.00
C 1.172 1.491 -2.199 -0.01
H 3.710 5.240 -1.902 0.00
H 4.044 3.510 -1.640 0.00
H 2.842 4.326 -0.644 0.00
H 1.333 5.926 -2.804 0.00
H 0.178 4.622 -3.197 0.00
H 0.621 4.916 -1.518 0.00
H 3.486 3.058 -4.147 0.00
H 1.934 3.574 -4.787 0.00
H 3.174 4.793 -4.391 0.00
```

***

A cluster of 2 separate species, C3H9NO2 in total, computed with ωB97M-V with the def2-TZVPD basis set.

Its SMILES is CC(=O)O.CN. As for the gap between HOMO and LUMO: 9.88 eV. Its relative energy (zero: lowest compared OMol25 entry of this formula, charge and spin) is 58.9 kcal per mole. Its LUMO energy is 0.393 eV. The net charge is 0. As for the highest occupied orbital energy: -9.49 eV.

```
15
Properties=species:S:1:pos:R:3:nbo_charge:R:1
C 0.679 0.995 -0.442 -0.76
C 0.574 2.200 -1.350 0.78
O -0.073 2.218 -2.373 -0.54
O 1.535 3.229 -1.061 -0.70
H 1.290 0.182 -0.915 0.27
H -0.455 0.812 -0.390 0.26
H 0.831 1.429 0.659 0.22
H 1.514 3.297 0.023 0.48
C -1.017 -2.251 0.357 -0.43
N -0.859 -1.574 1.643 -0.84
H -0.615 -1.682 -0.545 0.19
H -2.040 -2.376 0.048 0.20
H -0.490 -3.234 0.185 0.17
H -1.032 -2.113 2.433 0.36
H 0.159 -1.131 1.729 0.35
```

***

A cluster of 2 separate species, C3H11N3 in total, computed with ωB97M-V with the def2-TZVPD basis set.

Its SMILES is C=NC.NCN. As for the gap between HOMO and LUMO: 9.82 eV. Its relative energy (zero: lowest compared OMol25 entry of this formula, charge and spin) is 49.8 kcal per mole. Its LUMO energy is 0.744 eV. The net charge is 0. As for the highest occupied orbital energy: -9.08 eV.

```
17
Properties=species:S:1:pos:R:3:nbo_charge:R:1
C 2.188 0.982 0.516 -0.02
N 1.584 -0.118 0.378 -0.42
C 2.148 -1.055 -0.574 -0.45
H 1.638 1.918 0.608 0.17
H 3.283 1.051 0.461 0.13
H 1.611 -2.005 -0.568 0.20
H 1.968 -0.679 -1.581 0.21
H 3.221 -1.267 -0.477 0.18
N -1.769 -1.000 0.133 -0.85
C -1.520 0.435 0.120 -0.05
N -2.742 1.192 -0.202 -0.83
H -2.193 -1.282 1.015 0.34
H -0.889 -1.510 0.160 0.36
H -0.864 0.652 -0.721 0.17
H -1.093 0.847 1.035 0.16
H -3.343 1.181 0.617 0.34
H -3.227 0.661 -0.918 0.35
```

***

An isolated molecule of C7H10, computed with ωB97M-V with the def2-TZVPD basis set.

Its SMILES is C#CC[C@@H]1C[C@@H]1C. As for the gap between HOMO and LUMO: 10.13 eV. Its relative energy (zero: lowest compared OMol25 entry of this formula, charge and spin) is 87.2 kcal per mole. Its LUMO energy is 1.110 eV. The net charge is 0. As for the highest occupied orbital energy: -9.02 eV.

```
17
Properties=species:S:1:pos:R:3:nbo_charge:R:1
C -2.495 -1.929 0.328 -0.27
C -1.360 -1.703 -0.004 0.02
C -0.017 -1.348 -0.494 -0.50
C 0.072 0.075 -1.035 -0.26
C 1.422 0.919 -0.780 -0.40
C 0.161 1.238 -0.103 -0.23
C 0.169 1.035 1.394 -0.60
H -3.492 -2.162 0.630 0.24
H 0.729 -1.487 0.301 0.23
H 0.241 -2.051 -1.293 0.24
H 0.368 0.207 -2.053 0.26
H 1.759 1.657 -1.523 0.21
H 2.227 0.406 -0.277 0.20
H -0.344 2.143 -0.418 0.21
H 0.649 1.914 1.843 0.22
H -0.846 0.920 1.774 0.22
H 0.758 0.165 1.710 0.20
```

***

A cluster of 3 separate species, C15H34O7S2 in total, computed with ωB97M-V with the def2-TZVPD basis set.

Its SMILES is CCSC[C@@H]1CCS(=O)(=O)OC1.COCCOC.COCCOC. As for the gap between HOMO and LUMO: 9.32 eV. Its LUMO energy is 0.376 eV. The net charge is 0. As for the highest occupied orbital energy: -8.94 eV.

```
58
Properties=species:S:1:pos:R:3:nbo_charge:R:1
C 3.727 -0.376 -0.112 -0.62
C 2.832 0.892 -0.038 -0.52
S 2.281 1.489 -1.686 0.17
C 0.625 2.203 -1.286 -0.52
C -0.568 1.183 -1.360 -0.26
C -1.377 1.243 -0.018 -0.43
C -1.074 0.016 0.874 -0.64
S -1.681 -1.449 -0.057 2.28
O -1.097 -2.703 0.447 -0.92
O -3.155 -1.425 0.097 -0.92
O -1.257 -1.166 -1.618 -0.67
C -0.131 -0.263 -1.706 -0.09
H 4.536 -0.270 0.621 0.22
H 4.177 -0.545 -1.096 0.22
H 3.121 -1.253 0.150 0.22
H 1.931 0.620 0.536 0.20
H 3.292 1.715 0.527 0.22
H 0.435 3.117 -1.859 0.24
H 0.700 2.518 -0.233 0.21
H -1.227 1.513 -2.177 0.22
H -1.270 2.192 0.519 0.24
H -2.444 1.164 -0.283 0.24
H -1.626 0.113 1.813 0.27
H -0.011 -0.151 1.084 0.23
H 0.670 -0.656 -1.065 0.19
H 0.224 -0.259 -2.740 0.23
C 0.237 -5.790 0.239 -0.26
O 1.561 -6.272 0.046 -0.56
C 1.595 -7.619 -0.401 -0.09
C 1.869 -7.700 -1.891 -0.09
O 0.788 -7.172 -2.647 -0.55
C 1.042 -5.863 -3.126 -0.25
H 0.288 -4.712 0.381 0.21
H -0.399 -5.998 -0.624 0.18
H -0.200 -6.241 1.136 0.16
H 0.664 -8.137 -0.150 0.18
H 2.412 -8.114 0.134 0.18
H 1.973 -8.752 -2.174 0.18
H 2.804 -7.189 -2.140 0.17
H 1.769 -5.897 -3.946 0.16
H 1.414 -5.207 -2.335 0.18
H 0.106 -5.456 -3.506 0.19
C -0.933 5.195 0.447 -0.26
O -1.975 4.740 1.294 -0.56
C -1.633 4.816 2.673 -0.09
C -2.277 6.018 3.338 -0.09
O -1.738 7.234 2.840 -0.55
C -2.592 7.867 1.900 -0.26
H -1.336 5.296 -0.561 0.19
H -0.544 6.165 0.766 0.19
H -0.123 4.461 0.429 0.16
H -0.547 4.837 2.804 0.18
H -2.014 3.906 3.148 0.18
H -2.057 5.986 4.410 0.19
H -3.363 5.993 3.215 0.18
H -3.454 8.307 2.412 0.17
H -2.939 7.170 1.134 0.18
H -2.028 8.664 1.418 0.19
```